Arrangement i

# C56H154N14O14

A cluster of 14 separate species, C56H154N14O14 in total (the ωB97M-V functional and the def2-TZVPD basis, the Open Molecules 2025 dataset).

Each line ends with the Löwdin charge.
Positions of all 238 atoms, in Å:
1 C -26.062 -14.474 -7.921  -0.064
2 C -27.534 -14.760 -7.554  -0.407
3 C -27.659 -16.134 -6.823  -0.177
4 O -27.166 -17.231 -7.655  -0.186
5 C -27.409 -18.498 -7.049  -0.132
6 N -28.176 -13.609 -6.814  0.033
7 H -25.675 -15.433 -8.266  0.064
8 H -25.472 -14.281 -7.025  0.074
9 H -25.927 -13.745 -8.720  0.076
10 H -28.072 -14.735 -8.502  0.131
11 H -28.736 -16.228 -6.687  0.111
12 H -27.181 -16.175 -5.844  0.122
13 H -27.024 -18.735 -6.057  0.085
14 H -26.955 -19.218 -7.729  0.081
15 H -28.421 -18.896 -7.118  0.080
16 H -29.124 -13.945 -6.725  0.052
17 H -27.808 -13.582 -5.874  0.057
18 C -17.649 -22.325 -14.110  -0.066
19 C -19.037 -21.901 -13.708  -0.485
20 C -19.983 -22.954 -13.185  -0.243
21 O -21.282 -22.520 -13.156  -0.200
22 C -22.262 -23.475 -12.744  -0.078
23 N -18.975 -20.775 -12.852  0.043
24 H -17.091 -21.554 -14.641  0.076
25 H -17.613 -23.137 -14.837  0.076
26 H -17.129 -22.622 -13.199  0.081
27 H -19.503 -21.594 -14.644  0.133
28 H -19.721 -23.394 -12.222  0.134
29 H -20.064 -23.779 -13.892  0.122
30 H -22.196 -23.698 -11.679  0.087
31 H -22.048 -24.343 -13.367  0.082
32 H -23.289 -23.175 -12.955  0.087
33 H -19.908 -20.608 -12.504  0.071
34 H -18.704 -19.934 -13.341  0.080
35 C -22.449 -34.234 -10.130  -0.100
36 C -22.173 -32.909 -9.495  -0.436
37 C -20.925 -32.148 -10.107  -0.172
38 O -19.686 -32.869 -10.126  -0.210
39 C -19.028 -32.914 -8.819  -0.078
40 N -23.398 -32.185 -9.776  0.014
41 H -22.517 -34.123 -11.213  0.083
42 H -23.325 -34.769 -9.762  0.086
43 H -21.565 -34.864 -10.037  0.075
44 H -22.149 -33.133 -8.428  0.131
45 H -20.733 -31.149 -9.715  0.116
46 H -21.149 -32.010 -11.164  0.119
47 H -18.119 -33.467 -9.052  0.087
48 H -19.643 -33.420 -8.074  0.077
49 H -18.811 -31.924 -8.417  0.080
50 H -23.644 -32.491 -10.706  0.059
51 H -24.145 -32.526 -9.187  0.071
52 C -39.104 -29.643 -2.518  -0.051
53 C -40.631 -29.238 -2.484  -0.422
54 C -40.838 -28.421 -1.291  -0.278
55 O -40.666 -29.180 -0.126  -0.184
56 C -41.506 -28.896 1.062  -0.055
57 N -40.973 -28.493 -3.713  0.036
58 H -38.439 -28.785 -2.416  0.076
59 H -38.839 -30.097 -3.473  0.065
60 H -38.848 -30.317 -1.701  0.073
61 H -41.145 -30.196 -2.543  0.138
62 H -41.821 -27.951 -1.301  0.116
63 H -40.342 -27.451 -1.288  0.129
64 H -42.530 -29.254 0.957  0.081
65 H -41.560 -27.832 1.292  0.077
66 H -41.037 -29.329 1.945  0.081
67 H -40.339 -28.895 -4.388  0.051
68 H -41.867 -28.801 -4.067  0.066
69 C -17.825 -30.345 4.788  -0.079
70 C -17.965 -31.573 3.871  -0.365
71 C -18.313 -31.398 2.359  -0.239
72 O -19.532 -30.769 2.290  -0.189
73 C -20.065 -30.794 0.945  -0.088
74 N -16.571 -32.159 3.938  0.005
75 H -18.734 -29.800 5.040  0.072
76 H -17.102 -29.634 4.387  0.075
77 H -17.377 -30.818 5.662  0.067
78 H -18.659 -32.218 4.409  0.135
79 H -18.468 -32.400 1.960  0.116
80 H -17.582 -30.887 1.732  0.125
81 H -19.416 -30.334 0.200  0.084
82 H -20.989 -30.218 0.900  0.083
83 H -20.325 -31.805 0.630  0.084
84 H -16.498 -32.511 4.881  0.054
85 H -15.862 -31.453 3.795  0.060
86 C -29.669 -33.740 -13.735  -0.042
87 C -30.192 -32.230 -13.829  -0.414
88 C -29.513 -31.447 -14.903  -0.214
89 O -28.085 -31.490 -14.652  -0.202
90 C -27.295 -30.886 -15.694  -0.096
91 N -31.628 -32.357 -14.115  0.014
92 H -29.947 -34.324 -14.611  0.071
93 H -30.112 -34.124 -12.815  0.066
94 H -28.586 -33.776 -13.621  0.061
95 H -30.185 -31.710 -12.871  0.138
96 H -29.849 -30.411 -14.879  0.124
97 H -29.795 -31.939 -15.834  0.123
98 H -27.665 -29.879 -15.888  0.079
99 H -27.384 -31.467 -16.612  0.081
100 H -26.238 -30.859 -15.431  0.084
101 H -31.841 -32.408 -15.101  0.062
102 H -32.185 -31.576 -13.799  0.063
103 C -36.675 -22.493 -6.477  -0.062
104 C -36.521 -23.131 -7.900  -0.417
105 C -35.242 -23.929 -8.145  -0.184
106 O -35.318 -24.469 -9.493  -0.192
107 C -34.168 -25.210 -9.825  -0.134
108 N -37.697 -23.942 -8.183  0.023
109 H -36.800 -23.312 -5.768  0.074
110 H -37.447 -21.734 -6.600  0.072
111 H -35.833 -21.860 -6.198  0.064
112 H -36.578 -22.302 -8.605  0.134
113 H -35.075 -24.728 -7.423  0.120
114 H -34.347 -23.312 -8.063  0.120
115 H -33.309 -24.556 -9.974  0.080
116 H -34.371 -25.729 -10.761  0.087
117 H -33.870 -25.936 -9.068  0.081
118 H -38.619 -23.564 -8.347  0.071
119 H -38.006 -24.502 -7.401  0.063
120 C -34.382 -26.871 2.170  -0.063
121 C -34.716 -25.396 2.089  -0.448
122 C -34.181 -24.726 0.816  -0.148
123 O -32.692 -24.793 0.968  -0.225
124 C -31.930 -23.923 0.082  -0.101
125 N -36.146 -25.209 2.266  0.026
126 H -34.768 -27.366 1.280  0.074
127 H -34.919 -27.386 2.966  0.078
128 H -33.326 -27.139 2.133  0.079
129 H -34.250 -24.837 2.900  0.137
130 H -34.523 -23.692 0.762  0.111
131 H -34.343 -25.229 -0.137  0.121
132 H -32.143 -24.086 -0.975  0.072
133 H -30.847 -23.990 0.177  0.082
134 H -32.300 -22.911 0.243  0.074
135 H -36.560 -24.325 2.007  0.065
136 H -36.716 -25.810 1.688  0.066
137 C -17.465 -15.809 -4.026  -0.078
138 C -17.351 -15.746 -5.549  -0.438
139 C -18.625 -16.256 -6.231  -0.235
140 O -18.841 -17.585 -5.907  -0.182
141 C -20.041 -18.110 -6.451  -0.096
142 N -17.127 -14.367 -5.778  0.012
143 H -17.959 -16.740 -3.751  0.068
144 H -18.009 -14.991 -3.553  0.073
145 H -16.528 -15.763 -3.471  0.074
146 H -16.480 -16.302 -5.896  0.146
147 H -18.468 -16.077 -7.294  0.124
148 H -19.486 -15.649 -5.950  0.127
149 H -20.052 -19.200 -6.446  0.088
150 H -20.150 -17.808 -7.492  0.083
151 H -20.894 -17.698 -5.912  0.086
152 H -17.799 -13.837 -5.242  0.068
153 H -16.223 -14.103 -5.415  0.077
154 C -24.497 -15.898 4.527  -0.070
155 C -24.711 -17.331 4.123  -0.478
156 C -24.053 -17.752 2.761  -0.144
157 O -24.319 -19.178 2.448  -0.205
158 C -23.819 -19.596 1.152  -0.110
159 N -24.216 -18.156 5.206  0.030
160 H -25.055 -15.386 3.743  0.079
161 H -23.429 -15.692 4.597  0.084
162 H -24.965 -15.781 5.505  0.079
163 H -25.773 -17.555 4.021  0.130
164 H -22.996 -17.491 2.820  0.121
165 H -24.495 -17.197 1.933  0.116
166 H -22.765 -19.387 0.971  0.079
167 H -24.310 -19.165 0.280  0.076
168 H -23.939 -20.676 1.058  0.080
169 H -24.993 -18.238 5.846  0.073
170 H -24.139 -19.082 4.809  0.060
171 C -29.556 -29.116 -4.628  -0.080
172 C -28.405 -29.694 -5.440  -0.452
173 C -27.126 -29.382 -4.591  -0.156
174 O -26.883 -27.936 -4.417  -0.196
175 C -26.329 -27.324 -5.572  -0.127
176 N -28.557 -31.107 -5.604  0.032
177 H -29.853 -29.649 -3.725  0.081
178 H -30.436 -29.026 -5.265  0.072
179 H -29.353 -28.089 -4.323  0.072
180 H -28.315 -29.158 -6.384  0.131
181 H -26.295 -29.835 -5.132  0.112
182 H -27.216 -29.859 -3.615  0.122
183 H -25.929 -26.344 -5.310  0.083
184 H -27.044 -27.188 -6.383  0.080
185 H -25.428 -27.799 -5.960  0.084
186 H -28.661 -31.554 -4.705  0.071
187 H -29.488 -31.275 -5.957  0.071
188 C -23.458 -25.078 4.703  -0.073
189 C -24.761 -25.737 4.219  -0.462
190 C -25.001 -27.063 4.957  -0.164
191 O -26.318 -27.674 4.711  -0.203
192 C -26.514 -28.131 3.381  -0.110
193 N -25.855 -24.812 4.499  0.043
194 H -23.083 -24.329 4.005  0.071
195 H -22.636 -25.794 4.681  0.074
196 H -23.630 -24.626 5.679  0.082
197 H -24.594 -25.855 3.149  0.123
198 H -24.836 -26.935 6.027  0.125
199 H -24.192 -27.760 4.738  0.116
200 H -25.881 -28.968 3.088  0.088
201 H -26.507 -27.195 2.823  0.077
202 H -27.523 -28.538 3.313  0.084
203 H -25.740 -23.972 3.950  0.070
204 H -26.690 -25.183 4.067  0.061
205 C -29.007 -39.703 -7.652  -0.068
206 C -29.891 -40.916 -7.449  -0.453
207 C -29.804 -41.972 -8.551  -0.171
208 O -30.085 -41.562 -9.920  -0.213
209 C -31.344 -40.892 -10.220  -0.082
210 N -29.704 -41.327 -6.050  0.029
211 H -27.946 -39.818 -7.430  0.080
212 H -29.363 -38.870 -7.046  0.077
213 H -28.996 -39.437 -8.709  0.073
214 H -30.918 -40.555 -7.508  0.117
215 H -30.505 -42.787 -8.371  0.114
216 H -28.836 -42.467 -8.622  0.126
217 H -31.329 -40.582 -11.265  0.084
218 H -31.381 -39.952 -9.670  0.071
219 H -32.185 -41.550 -10.005  0.085
220 H -30.074 -40.568 -5.496  0.067
221 H -30.311 -42.102 -5.824  0.064
222 C -35.275 -36.363 -6.119  -0.066
223 C -35.053 -36.243 -7.649  -0.398
224 C -36.242 -36.719 -8.625  -0.168
225 O -36.442 -38.140 -8.504  -0.198
226 C -37.626 -38.575 -9.118  -0.132
227 N -34.580 -34.928 -8.116  0.026
228 H -35.602 -37.360 -5.825  0.072
229 H -36.059 -35.733 -5.699  0.064
230 H -34.397 -36.068 -5.544  0.071
231 H -34.272 -36.993 -7.779  0.123
232 H -35.865 -36.469 -9.617  0.110
233 H -37.173 -36.205 -8.388  0.117
234 H -38.481 -38.135 -8.606  0.087
235 H -37.609 -39.641 -8.893  0.086
236 H -37.691 -38.539 -10.206  0.086
237 H -34.459 -34.952 -9.119  0.058
238 H -35.395 -34.336 -8.041  0.063

The gap between HOMO and LUMO is 9.3 eV. Its lowest unoccupied orbital energy is 0.38 eV. As for the HOMO energy: -8.94 eV.

***

Arrangement ii

# C56H154N14O14

A cluster of 14 separate species, C56H154N14O14 in total (the ωB97M-V functional and the def2-TZVPD basis, the Open Molecules 2025 dataset).

Each line ends with the Löwdin charge.
Positions of all 238 atoms, in Å:
1 C 19.190 -25.385 8.117  -0.052
2 C 18.151 -24.612 8.924  -0.420
3 C 18.243 -23.055 8.722  -0.155
4 O 19.369 -22.437 9.364  -0.182
5 C 19.357 -21.058 9.415  -0.124
6 N 16.835 -25.172 8.682  0.044
7 H 18.916 -26.440 8.110  0.074
8 H 20.217 -25.168 8.409  0.084
9 H 19.098 -25.102 7.068  0.073
10 H 18.366 -24.855 9.965  0.129
11 H 17.339 -22.612 9.141  0.084
12 H 18.300 -22.784 7.668  0.108
13 H 20.184 -20.806 10.078  0.098
14 H 18.466 -20.757 9.966  0.054
15 H 19.194 -20.549 8.465  0.081
16 H 16.917 -26.167 8.838  0.077
17 H 16.201 -24.822 9.386  0.066
18 C 15.353 -11.922 5.926  -0.097
19 C 15.092 -10.588 6.617  -0.411
20 C 16.452 -9.736 6.732  -0.137
21 O 17.314 -10.480 7.575  -0.201
22 C 17.950 -9.855 8.630  -0.137
23 N 14.184 -10.002 5.667  0.013
24 H 14.475 -12.562 6.009  0.079
25 H 16.238 -12.459 6.268  0.059
26 H 15.688 -11.744 4.904  0.075
27 H 14.579 -10.841 7.545  0.128
28 H 16.339 -8.718 7.105  0.119
29 H 16.870 -9.696 5.727  0.123
30 H 18.590 -10.585 9.126  0.077
31 H 17.312 -9.523 9.448  0.090
32 H 18.688 -9.094 8.373  0.088
33 H 13.255 -10.398 5.668  0.078
34 H 14.059 -9.071 6.039  0.068
35 C 11.765 -17.741 9.511  -0.042
36 C 11.469 -19.227 9.337  -0.376
37 C 11.439 -19.618 7.868  -0.205
38 O 11.367 -21.051 7.689  -0.167
39 C 11.249 -21.317 6.329  -0.130
40 N 12.541 -19.966 10.009  0.058
41 H 11.969 -17.542 10.562  0.060
42 H 10.918 -17.159 9.147  0.081
43 H 12.748 -17.397 9.191  0.054
44 H 10.465 -19.447 9.699  0.147
45 H 12.308 -19.236 7.331  0.110
46 H 10.601 -19.052 7.460  0.117
47 H 10.648 -20.615 5.750  0.089
48 H 10.858 -22.332 6.261  0.094
49 H 12.253 -21.312 5.906  0.053
50 H 13.373 -19.795 9.462  0.053
51 H 12.449 -20.968 10.091  0.079
52 C 19.651 -14.841 14.539  -0.037
53 C 18.448 -15.470 13.772  -0.440
54 C 18.462 -17.000 13.654  -0.191
55 O 19.614 -17.380 12.947  -0.213
56 C 19.712 -18.737 12.530  -0.100
57 N 17.187 -15.040 14.330  0.043
58 H 20.565 -15.000 13.968  0.058
59 H 19.710 -15.317 15.518  0.077
60 H 19.447 -13.778 14.664  0.069
61 H 18.474 -15.096 12.749  0.113
62 H 17.562 -17.363 13.157  0.104
63 H 18.479 -17.507 14.618  0.129
64 H 18.952 -19.062 11.819  0.061
65 H 19.532 -19.364 13.404  0.084
66 H 20.700 -18.980 12.141  0.089
67 H 17.105 -14.107 13.952  0.055
68 H 16.525 -15.598 13.810  0.006
69 C 11.473 -26.806 8.060  -0.048
70 C 12.591 -26.786 9.117  -0.464
71 C 12.498 -25.550 9.962  -0.234
72 O 13.555 -25.440 10.867  -0.201
73 C 13.581 -24.342 11.790  -0.073
74 N 12.628 -28.004 9.877  0.043
75 H 11.615 -27.699 7.452  0.075
76 H 11.642 -25.976 7.374  0.057
77 H 10.459 -26.636 8.421  0.082
78 H 13.573 -26.705 8.652  0.125
79 H 11.616 -25.638 10.596  0.130
80 H 12.367 -24.633 9.388  0.127
81 H 13.469 -23.372 11.306  0.073
82 H 14.557 -24.320 12.276  0.079
83 H 12.793 -24.447 12.535  0.091
84 H 13.115 -27.851 10.748  0.069
85 H 13.031 -28.768 9.352  0.075
86 C 20.545 -14.164 9.244  -0.021
87 C 20.437 -15.434 10.158  -0.461
88 C 20.336 -16.705 9.335  -0.176
89 O 19.181 -16.505 8.543  -0.214
90 C 19.132 -17.210 7.335  -0.120
91 N 21.503 -15.643 11.040  0.058
92 H 20.751 -13.284 9.854  0.071
93 H 19.557 -14.061 8.795  0.048
94 H 21.373 -14.327 8.554  0.077
95 H 19.486 -15.399 10.690  0.115
96 H 20.210 -17.597 9.949  0.115
97 H 21.243 -16.856 8.749  0.131
98 H 20.013 -17.110 6.702  0.077
99 H 18.358 -16.939 6.617  0.077
100 H 19.028 -18.293 7.400  0.067
101 H 21.034 -16.161 11.769  0.050
102 H 21.912 -14.809 11.439  0.079
103 C 13.006 -14.699 12.727  -0.042
104 C 14.265 -15.169 12.006  -0.432
105 C 15.244 -14.096 11.491  -0.146
106 O 16.216 -14.555 10.531  -0.238
107 C 16.745 -13.529 9.680  -0.066
108 N 14.953 -16.203 12.743  0.052
109 H 12.262 -15.496 12.745  0.072
110 H 12.605 -13.783 12.294  0.070
111 H 13.309 -14.414 13.735  0.082
112 H 13.885 -15.605 11.082  0.114
113 H 15.750 -13.587 12.311  0.116
114 H 14.599 -13.347 11.032  0.116
115 H 17.231 -13.924 8.788  0.082
116 H 17.530 -12.970 10.191  0.086
117 H 16.026 -12.803 9.301  0.082
118 H 15.574 -16.580 12.041  0.036
119 H 14.352 -17.008 12.853  0.025
120 C 12.594 -20.707 13.474  -0.058
121 C 13.822 -19.789 13.341  -0.375
122 C 14.936 -20.387 12.438  -0.184
123 O 15.335 -21.669 12.910  -0.209
124 C 16.560 -22.102 12.255  -0.069
125 N 13.303 -18.598 12.704  0.021
126 H 12.240 -20.856 12.454  0.054
127 H 11.757 -20.230 13.985  0.078
128 H 12.858 -21.703 13.828  0.070
129 H 14.230 -19.669 14.344  0.138
130 H 15.824 -19.778 12.273  0.113
131 H 14.513 -20.594 11.455  0.099
132 H 16.890 -22.987 12.799  0.096
133 H 17.290 -21.295 12.308  0.071
134 H 16.374 -22.224 11.188  0.067
135 H 13.112 -18.875 11.752  0.024
136 H 12.452 -18.199 13.075  0.088
137 C 14.082 -23.817 5.742  -0.041
138 C 15.312 -24.385 4.942  -0.415
139 C 16.530 -23.487 4.929  -0.213
140 O 16.405 -22.187 4.373  -0.182
141 C 17.643 -21.483 4.415  -0.112
142 N 15.701 -25.649 5.500  0.038
143 H 14.274 -23.677 6.806  0.067
144 H 13.279 -24.553 5.700  0.063
145 H 13.698 -22.847 5.426  0.044
146 H 15.021 -24.578 3.910  0.138
147 H 17.376 -24.048 4.532  0.123
148 H 16.796 -23.354 5.978  0.102
149 H 17.609 -20.548 3.856  0.063
150 H 18.408 -22.091 3.932  0.085
151 H 17.941 -21.241 5.435  0.077
152 H 14.971 -26.326 5.330  0.071
153 H 15.819 -25.553 6.499  0.032
154 C 11.975 -16.197 5.990  -0.068
155 C 12.704 -16.492 4.679  -0.383
156 C 13.570 -17.854 4.601  -0.171
157 O 14.199 -17.989 3.347  -0.194
158 C 15.054 -19.097 3.281  -0.117
159 N 11.636 -16.524 3.731  0.025
160 H 11.256 -16.991 6.194  0.059
161 H 11.331 -15.321 6.075  0.068
162 H 12.548 -16.256 6.915  0.047
163 H 13.362 -15.648 4.474  0.122
164 H 12.995 -18.764 4.777  0.109
165 H 14.345 -17.829 5.367  0.103
166 H 15.906 -18.923 3.937  0.073
167 H 15.573 -19.278 2.340  0.091
168 H 14.507 -20.013 3.505  0.088
169 H 11.005 -17.300 3.868  0.077
170 H 11.994 -16.459 2.789  0.078
171 C 20.135 -19.187 3.832  -0.045
172 C 21.426 -19.338 3.055  -0.419
173 C 21.342 -20.480 1.998  -0.195
174 O 21.133 -21.707 2.692  -0.207
175 C 21.007 -22.828 1.776  -0.099
176 N 21.833 -18.118 2.393  0.025
177 H 19.299 -18.881 3.203  0.078
178 H 20.213 -18.406 4.589  0.070
179 H 19.844 -20.141 4.271  0.055
180 H 22.287 -19.460 3.712  0.142
181 H 22.278 -20.578 1.447  0.115
182 H 20.536 -20.442 1.265  0.123
183 H 21.807 -22.963 1.048  0.082
184 H 20.067 -22.782 1.227  0.079
185 H 20.920 -23.791 2.280  0.081
186 H 21.158 -17.739 1.744  0.070
187 H 22.693 -18.278 1.888  0.067
188 C 6.139 -14.187 9.440  -0.063
189 C 6.953 -14.602 8.217  -0.431
190 C 8.306 -13.992 8.118  -0.206
191 O 9.261 -14.544 9.038  -0.211
192 C 10.533 -13.930 9.083  -0.102
193 N 7.197 -16.056 8.261  0.044
194 H 6.504 -14.435 10.437  0.081
195 H 5.111 -14.549 9.403  0.074
196 H 5.973 -13.111 9.378  0.071
197 H 6.358 -14.356 7.337  0.141
198 H 8.203 -12.919 8.283  0.126
199 H 8.707 -14.184 7.124  0.125
200 H 11.339 -14.416 9.634  0.074
201 H 10.410 -12.988 9.617  0.088
202 H 10.997 -13.775 8.109  0.078
203 H 8.028 -15.976 8.828  0.041
204 H 7.663 -16.311 7.402  0.062
205 C 15.284 -16.619 8.255  -0.039
206 C 15.684 -17.628 9.359  -0.344
207 C 16.014 -19.058 8.802  -0.147
208 O 14.937 -19.641 8.104  -0.208
209 C 15.196 -20.722 7.356  -0.121
210 N 16.764 -17.054 10.202  0.079
211 H 14.971 -15.623 8.569  0.073
212 H 14.402 -17.081 7.811  0.039
213 H 16.071 -16.443 7.522  0.065
214 H 14.767 -17.739 9.938  0.100
215 H 16.337 -19.740 9.588  0.104
216 H 16.864 -18.969 8.126  0.110
217 H 14.279 -21.121 6.923  0.074
218 H 15.587 -21.494 8.018  0.086
219 H 15.874 -20.554 6.519  0.088
220 H 16.585 -16.085 10.426  0.002
221 H 17.570 -16.925 9.607  0.041
222 C 16.356 -14.942 4.663  -0.052
223 C 17.334 -14.170 3.817  -0.437
224 C 18.730 -14.906 3.639  -0.178
225 O 19.475 -15.212 4.794  -0.194
226 C 19.840 -14.088 5.538  -0.106
227 N 16.776 -13.891 2.493  0.041
228 H 16.042 -15.843 4.137  0.081
229 H 15.463 -14.384 4.945  0.052
230 H 16.877 -15.160 5.596  0.064
231 H 17.548 -13.207 4.280  0.108
232 H 19.272 -14.421 2.827  0.119
233 H 18.468 -15.910 3.305  0.121
234 H 20.298 -13.292 4.950  0.094
235 H 20.566 -14.474 6.255  0.081
236 H 18.981 -13.628 6.026  0.080
237 H 16.224 -13.046 2.516  0.066
238 H 17.535 -13.493 1.958  0.058

The gap between HOMO and LUMO is 8.7 eV. Its lowest unoccupied orbital energy is 0.26 eV. As for the HOMO energy: -8.45 eV.

***

Least stable of them? arrangement i.